[1]
10
Properties=species:S:1:pos:R:3:forces:R:3 method="wB97M-V/def2-TZVPD" homo_ev=-3.92 homo_lumo_gap_ev=8.286 smiles="C[C@H](F)C(=O)[O-]" e_above_lowest_kj_mol=5.69 lumo_energy_ev=4.37 largest_force_ev_per_a=2.7 charge=-1
C -0.331206 0.443186 -1.141751 -1.7 -0.4 1.6
C -0.175206 -0.827664 -0.271575 -0.9 0.4 0.0
F 0.972600 -1.491718 -0.736559 0.3 -0.9 -1.3
C -1.566361 -1.754575 -0.332580 2.4 1.1 0.4
O -2.484466 -1.186566 -0.915520 -1.0 0.2 -0.4
O -1.458785 -2.843386 0.224103 -0.1 -0.8 0.3
H -0.455501 0.027355 -2.131186 0.0 0.5 -0.5
H -1.234138 1.090180 -0.847624 1.1 -1.4 -0.5
H 0.509736 1.073455 -1.001896 1.2 0.5 -0.3
H 0.253435 -0.680539 0.716588 -1.3 0.7 0.8

=====

[2]
17
Properties=species:S:1:pos:R:3:forces:R:3 method="wB97M-V/def2-TZVPD" homo_ev=-9.84 homo_lumo_gap_ev=10.104 e_above_lowest_kj_mol=304.30 lumo_energy_ev=0.27 largest_force_ev_per_a=4.0
C 0.784205 -1.260536 1.708419 3.1 0.6 -0.4
C 0.528989 -0.327929 0.540767 -0.8 3.1 0.2
C -0.765039 -0.747988 -0.131957 0.0 0.7 0.5
N -1.906505 -0.286740 0.191442 0.0 -2.1 -1.8
N 1.731301 -0.257806 -0.327825 1.1 2.6 2.8
O 2.003473 -1.798285 1.630383 0.5 0.2 -1.4
O 0.150438 -1.348300 2.687301 -2.6 -0.3 1.8
O -0.260828 1.563263 -1.492632 0.8 0.0 -0.7
S -1.637560 1.597661 -2.084872 0.2 -0.4 1.1
H 0.361545 0.789322 0.973281 0.1 -2.8 -0.7
H -0.666726 -1.546734 -0.910747 -0.3 0.6 0.6
H -1.962635 0.458517 0.839500 0.7 0.7 1.3
H -2.006495 2.892353 -2.015129 -0.4 0.4 0.1
H 2.151821 0.751653 -0.199791 -1.1 -2.8 -0.6
H 1.450461 -0.311726 -1.249755 -0.5 -0.1 -2.4
H 2.356405 -1.361714 0.770384 -0.1 -0.9 0.8
H -2.312849 1.194990 -0.928767 -0.7 0.4 -1.2

=====

[3]
15
Properties=species:S:1:pos:R:3:forces:R:3 method="wB97M-V/def2-TZVPD" homo_ev=-1.85 homo_lumo_gap_ev=3.885 e_above_lowest_kj_mol=153.58 lumo_energy_ev=2.04 largest_force_ev_per_a=6.0 charge=-1
N 1.088416 -0.480867 1.263224 -0.4 1.3 -1.4
C 0.455466 -1.109777 0.157853 -2.2 -0.2 -1.2
C -4.203829 -3.094977 3.170152 -4.5 -0.2 3.9
O -5.209967 -3.199605 3.963425 4.4 -0.4 -3.4
C -0.751188 -0.639957 -0.264546 1.3 -3.1 -2.7
S 1.798394 1.137175 -2.326994 -0.8 -3.0 -1.2
S 2.179860 2.937822 -1.721676 0.5 2.7 0.9
H 1.590651 -1.075222 1.855946 1.0 -1.0 0.7
H 1.706424 0.221602 0.827793 -0.2 -0.3 0.6
H 0.918357 -1.943076 -0.474173 -0.2 1.3 1.1
H -3.510491 -3.851202 2.834894 -0.2 -1.1 0.2
H -3.967101 -2.130828 2.832623 0.4 1.6 -0.7
H -1.126306 -1.044260 -1.315975 0.7 0.8 2.4
H -1.419152 0.010872 0.223725 -0.1 1.0 0.7
H 3.213688 2.643336 -0.936829 0.4 0.4 0.4

=====

[4]
86
Properties=species:S:1:pos:R:3:forces:R:3 method="wB97M-V/def2-TZVPD" homo_ev=-8.30 homo_lumo_gap_ev=7.650 smiles="NC(N)=O.NC(N)=O.NC(N)=O.NC(N)=O.NC(N)=O.NC(N)=O.NC(N)=O.CCO.CCO.CO.CO" e_above_lowest_kj_mol=1232.90 lumo_energy_ev=-0.65 largest_force_ev_per_a=11.7
N -1.552817 -0.498251 -4.439175 0.5 0.6 -3.5
C -2.291482 -0.893620 -3.429984 -8.2 3.8 -1.3
N -1.826699 -1.895187 -2.774523 -2.2 -4.9 4.8
O -3.572816 -0.276101 -3.169596 6.8 -3.6 -0.8
H -1.958191 0.034390 -5.250399 0.4 -0.5 1.7
H -0.719494 -1.035537 -4.715922 -0.8 0.0 0.2
H -2.485272 -2.300897 -1.970355 1.6 1.4 -2.5
H -1.089353 -2.575111 -2.981961 -0.4 0.7 -0.6
N -3.046856 2.257067 -2.511715 -1.3 1.0 -6.2
C -2.616776 2.918472 -1.514076 0.7 9.7 -0.7
N -2.593878 2.133215 -0.520089 1.5 -4.3 8.7
O -2.359729 4.235534 -1.420818 -0.7 -5.9 -0.9
H -3.116189 2.809623 -3.364649 -0.2 -0.3 0.2
H -3.213098 1.265514 -2.619963 0.0 -0.3 0.2
H -2.066424 2.390112 0.347417 -1.0 0.4 -1.4
H -3.357876 1.488444 -0.330582 0.3 0.3 -0.6
N 0.589903 0.064609 0.595362 4.7 -0.9 0.4
C 0.272064 -0.468552 -0.577879 6.1 -1.7 -2.7
N -0.920864 -0.198684 -0.944164 -4.5 0.7 -2.9
O 1.130522 -1.110889 -1.412460 -3.4 1.6 4.1
H 1.627386 -0.057681 0.872253 -2.0 0.1 -0.1
H -0.018156 0.476600 1.270824 -1.1 0.2 0.0
H -1.206149 -0.827225 -1.729168 0.6 1.6 1.0
H -1.286890 0.794123 -0.947374 0.1 -1.0 0.4
N 1.237751 2.852895 0.178319 2.8 -0.2 -1.7
C 0.331124 3.750771 0.308537 -0.2 10.8 -0.8
N -0.620678 3.384102 1.076177 -6.2 0.6 4.3
O 0.460072 5.146635 -0.051933 -0.1 -7.9 1.4
H 2.014841 3.274033 -0.231909 1.8 -0.2 -1.3
H 1.045293 1.896319 0.239255 0.0 -1.3 -0.2
H -1.261032 4.168390 1.426834 1.4 -1.4 -1.2
H -0.649926 2.593084 1.774135 1.1 1.2 -1.2
N 0.210089 -3.724769 -2.176317 -1.4 6.1 3.1
C 0.503058 -4.640570 -3.001871 5.7 -3.5 -6.7
N -0.103790 -5.778999 -2.669242 -0.3 -4.0 -2.2
O 1.459561 -4.479232 -3.985801 -5.3 -0.7 4.8
H 0.599373 -2.806701 -2.490794 -0.1 -0.5 1.5
H -0.367009 -3.816473 -1.279015 1.3 0.2 -2.0
H -0.101877 -6.634827 -3.293041 0.5 1.9 1.0
H -0.921422 -5.763170 -2.104562 -0.4 0.2 0.4
N 2.060535 1.602008 4.710742 2.4 -3.6 5.0
C 1.872921 2.405778 3.714296 -6.8 8.3 0.2
N 2.331000 2.108197 2.555487 3.1 -2.5 -2.3
O 1.014374 3.481054 3.848057 3.7 -4.8 -0.3
H 1.622378 1.798217 5.654638 0.9 0.1 -2.0
H 2.991220 1.059905 4.778979 -2.2 1.2 -0.2
H 2.133603 2.611747 1.685032 0.0 0.2 1.0
H 2.930894 1.252477 2.509148 -0.8 1.3 -0.5
N -1.131993 -2.163308 1.691358 3.8 -0.4 -1.3
C -2.305996 -1.595503 1.797298 -4.7 -3.0 10.3
N -2.855136 -1.101509 0.778961 -2.4 3.1 -4.2
O -3.003091 -1.760612 2.975623 3.0 1.0 -5.0
H -0.647745 -2.470468 2.498774 -0.6 -0.6 1.3
H -0.444329 -1.571343 1.248700 0.0 -0.2 -0.7
H -3.738334 -0.592807 0.938536 0.8 -0.7 -0.2
H -2.219617 -0.820700 0.001293 -0.8 0.0 0.6
C -2.203072 2.222932 4.289870 0.9 2.5 -0.3
C -2.220908 1.273667 3.119705 -1.3 3.7 -0.8
O -0.944353 1.087494 2.602461 0.3 -0.3 -1.3
H -1.525594 1.836172 5.013615 1.1 -0.5 0.5
H -3.085632 2.237745 4.861049 -1.7 -0.2 0.2
H -1.915665 3.307260 4.187326 -0.1 -1.1 -0.5
H -2.887385 1.540800 2.248338 0.7 0.1 1.0
H -2.650089 0.495884 3.590710 -1.0 -3.8 0.6
H -0.430213 0.552428 3.174307 0.8 -0.6 1.3
C 3.810895 0.494814 -0.520819 0.9 -0.4 -0.8
C 3.953903 -0.730572 0.399827 -0.4 1.8 0.7
O 3.062729 -0.434099 1.558256 1.0 -0.3 -0.7
H 4.048492 1.456609 -0.061884 0.5 -0.3 0.6
H 2.824177 0.663548 -0.879848 -0.9 -0.5 -0.4
H 4.462420 0.427540 -1.427353 -0.5 -0.2 0.8
H 4.955172 -0.715540 0.770783 0.8 -0.1 0.4
H 3.747480 -1.730617 0.052033 -0.5 0.0 -0.8
H 3.181620 -1.117451 2.215717 0.0 -0.4 0.2
C 1.744398 -3.637526 0.898425 0.5 1.1 -0.2
O 2.302303 -3.779665 -0.405734 1.1 -1.2 1.4
H 2.476142 -3.729089 1.726567 0.1 -0.8 -0.9
H 0.857126 -4.221732 1.169428 0.1 -0.1 -0.4
H 1.543514 -2.582732 0.963615 -0.9 0.7 0.3
H 1.645337 -3.749641 -1.102185 -0.1 0.2 0.3
C 1.377336 1.175488 -3.155715 0.3 0.2 -1.4
O 0.245761 1.354660 -4.112287 1.0 -1.9 1.9
H 1.126160 1.324947 -2.103640 -0.7 -0.4 -0.2
H 2.144442 1.980816 -3.255511 -0.6 -0.6 -0.8
H 1.808139 0.147375 -3.348409 -0.2 1.4 0.6
H -0.221609 0.453891 -4.035340 1.0 2.9 0.0

=====

[5]
15
Properties=species:S:1:pos:R:3:forces:R:3 method="wB97M-V/def2-TZVPD" homo_ev=-9.48 homo_lumo_gap_ev=10.413 e_above_lowest_kj_mol=183.54 lumo_energy_ev=0.94 largest_force_ev_per_a=1.7
O -2.656747 -0.635363 0.150898 -0.5 0.0 0.2
C -1.534491 0.105470 0.603966 0.4 0.2 0.0
C -0.379930 -0.439145 -0.236597 -0.1 -0.1 -0.4
C 0.689449 0.464561 -0.762845 0.2 0.0 -0.2
C 1.849429 0.013771 -1.233218 -0.1 0.1 0.0
C 1.990627 -0.184460 1.583177 0.6 1.2 1.0
O 2.323913 0.833211 1.970602 -0.4 -1.2 -0.4
H -3.439307 -0.386644 0.653811 0.1 0.0 0.0
H -1.397081 -0.029714 1.690395 0.2 0.0 -0.3
H -1.667457 1.185537 0.432441 0.0 -0.2 -0.1
H -0.001047 -1.380379 0.178904 0.0 0.3 -0.1
H -0.824845 -0.665698 -1.208198 -0.6 -0.5 0.2
H 0.374795 1.492482 -0.941230 0.2 0.0 0.1
H 2.532096 0.656491 -1.775596 0.0 0.0 0.1
H 2.140599 -1.030120 -1.106509 -0.1 0.2 0.0

=====

[6]
98
Properties=species:S:1:pos:R:3:forces:R:3 method="wB97M-V/def2-TZVPD" homo_ev=-3.70 homo_lumo_gap_ev=5.712 e_above_lowest_kj_mol=0.00 lumo_energy_ev=2.01 largest_force_ev_per_a=0.9 charge=-1
Rb -1.192984 -1.059599 -0.817615 -0.1 -0.7 0.5
C -3.802913 -3.606610 2.740534 0.0 0.0 0.0
N -3.311911 -2.527072 1.911281 0.0 0.0 0.0
C -3.447228 -1.209461 2.487209 0.0 0.0 0.0
C -2.480770 -0.949946 3.646795 0.0 0.0 0.0
N -1.090237 -1.035129 3.226585 0.0 0.0 0.1
C -0.581356 -2.411557 3.218580 0.0 0.0 0.0
C -0.160604 -0.212198 3.913050 0.0 0.0 -0.1
C -0.250575 0.028033 5.284020 0.0 0.0 0.0
C 0.728935 0.745159 5.952723 0.0 0.0 0.0
C 1.827290 1.229716 5.256147 0.0 0.0 0.0
C 1.913290 1.027562 3.888038 -0.1 0.0 0.0
C 0.930023 0.316716 3.203592 0.1 0.0 0.0
S 0.903793 0.310939 1.425901 0.0 0.1 0.0
C -3.589877 -2.688007 0.526920 -0.1 0.0 -0.1
C -4.517883 -1.866624 -0.113826 0.1 0.0 0.0
C -4.751886 -1.958164 -1.479880 0.0 0.1 0.0
C -4.072213 -2.919818 -2.214901 0.0 0.0 0.0
C -3.157663 -3.751173 -1.589899 -0.1 0.1 0.1
C -2.851276 -3.647891 -0.218520 -0.1 0.1 -0.1
S -1.526044 -4.555672 0.441594 0.2 -0.1 0.0
H -4.896616 -3.553550 2.878379 0.0 0.0 0.0
H -3.331360 -3.576423 3.725214 0.0 0.0 0.0
H -3.538232 -4.558054 2.281280 0.0 0.0 0.0
H -4.472209 -1.007679 2.858287 0.0 0.0 0.0
H -3.231575 -0.476004 1.708354 0.0 0.0 0.1
H -2.691654 -1.635255 4.483776 0.0 0.0 0.0
H -2.682561 0.062468 4.006923 0.0 0.0 0.0
H -0.607709 -2.841784 4.235027 0.0 0.0 0.0
H 0.456442 -2.401356 2.894277 0.0 0.0 0.0
H -1.151466 -3.029604 2.527938 0.0 0.0 0.1
H -1.094409 -0.377553 5.828949 0.0 0.0 0.0
H 0.640993 0.914328 7.018978 0.0 0.0 0.0
H 2.601846 1.786550 5.768475 0.0 0.0 0.0
H 2.730439 1.457902 3.322794 0.0 0.0 0.0
H -5.037883 -1.107308 0.460059 0.0 0.0 0.0
H -5.444430 -1.279540 -1.962779 0.0 0.0 0.0
H -4.225683 -3.000355 -3.284206 0.0 0.0 0.0
H -2.599489 -4.475845 -2.169168 0.0 0.0 0.0
Ge 2.628673 -0.880794 0.594741 0.0 0.3 0.1
C 4.001862 0.385990 0.015059 -0.1 -0.2 0.2
C 4.750457 1.136316 0.920119 0.0 0.0 0.0
C 5.685464 2.060125 0.477082 0.0 0.0 0.0
C 5.877690 2.248838 -0.886000 0.0 0.0 0.0
C 5.132023 1.512577 -1.795199 0.0 0.0 0.0
C 4.200233 0.583975 -1.348679 0.0 0.0 0.0
C 3.190137 -2.258736 1.851257 0.0 0.1 -0.1
C 4.251715 -2.092580 2.737503 0.0 0.0 0.0
C 4.598575 -3.105622 3.620837 0.0 0.0 0.0
C 3.888022 -4.298518 3.621493 0.0 0.0 0.0
C 2.835996 -4.479061 2.733549 0.0 0.0 0.0
C 2.490014 -3.465637 1.850931 0.0 0.0 0.0
H 2.037803 -1.548815 -0.644983 0.0 -0.1 -0.1
H 4.598141 1.012005 1.987185 0.0 0.0 0.0
H 6.258167 2.636586 1.193517 0.0 0.0 0.0
H 6.601639 2.974635 -1.235518 0.0 0.0 0.0
H 5.262477 1.665018 -2.859497 0.0 0.0 0.0
H 3.604109 0.039929 -2.072624 0.0 0.0 0.0
H 4.820375 -1.169705 2.739140 0.0 0.0 0.0
H 5.423749 -2.962752 4.307810 0.0 0.0 0.0
H 4.156601 -5.088248 4.312247 0.0 0.0 0.0
H 2.275719 -5.405440 2.725358 0.0 0.0 0.0
H 1.659427 -3.621419 1.167995 0.0 0.0 0.0
C -2.419544 4.018393 -0.752663 0.0 -0.1 0.0
C -1.903991 3.682416 0.490629 0.0 0.0 0.0
C -1.939940 2.354136 0.883469 0.0 0.0 0.1
N -2.453196 1.381883 0.132728 -0.1 0.2 -0.1
C -2.944812 1.715053 -1.062637 0.0 0.0 0.1
C -2.945281 3.013945 -1.547993 0.0 0.0 0.0
H -2.397973 5.043306 -1.102321 0.0 0.0 0.0
H -1.469039 4.427207 1.143723 0.0 0.0 0.0
H -1.533987 2.050616 1.843381 0.0 0.0 0.0
H -3.339732 0.905309 -1.669702 0.0 0.0 0.0
H -3.334446 3.218045 -2.536202 0.0 0.0 0.0
N 1.077588 6.304349 -5.153988 0.0 0.0 0.0
C 0.961127 4.999154 -4.655133 0.0 0.0 0.0
C 1.301674 3.905704 -5.450152 0.0 0.0 0.0
C 1.234768 2.619530 -4.940963 0.0 0.0 0.0
C 0.823437 2.411876 -3.632889 -0.1 -0.1 0.1
C 0.496638 3.494400 -2.830324 0.0 0.0 0.1
C 0.566247 4.779978 -3.334555 0.0 0.0 0.0
S 0.667523 0.762851 -2.984312 0.0 0.2 -0.2
O 1.632227 -0.036652 -3.715476 0.0 0.0 0.0
O 0.861571 0.885513 -1.552060 0.1 0.0 0.1
N -0.827614 0.310581 -3.173934 0.3 0.2 -0.3
C -1.294941 -0.226382 -4.324893 -0.2 0.0 -0.2
S -0.331456 -0.650691 -5.743529 -0.1 0.0 -0.1
C -1.775999 -1.153483 -6.550026 0.0 -0.1 0.1
C -2.826198 -1.027465 -5.707917 0.0 0.1 -0.1
N -2.569773 -0.497195 -4.472780 0.1 0.0 0.1
H 0.987794 6.365427 -6.156171 0.0 0.0 0.0
H 0.474979 6.969013 -4.694257 0.0 0.0 0.0
H 1.628647 4.067391 -6.471077 0.0 0.0 0.0
H 1.511110 1.769701 -5.550352 0.0 0.0 0.0
H 0.201428 3.317772 -1.803764 0.0 0.0 0.0
H 0.324755 5.625851 -2.699901 0.0 0.0 0.0
H -1.771862 -1.543834 -7.553919 0.0 0.0 0.0
H -3.843158 -1.302472 -5.954229 0.0 0.0 0.0